DFT (ωB97M-V/def2-TZVPD) results for a cluster of 6 separate species, C30H65F8O20P4 in total at a distorted geometry.

```
! wB97M-V def2-TZVPD RIJCOSX def2/J DEFGRID3
* xyz -1 1
O 13.03658 26.04648 2.65762
C 12.39847 25.09817 3.35696
O 11.32803 25.28337 3.96906
O 12.70418 23.90658 3.23777
H 13.67399 25.48950 2.20476
C 2.36163 25.53650 1.93054
C 2.13404 24.14784 2.44666
O 1.78441 24.04510 3.79701
P 2.79603 24.31403 5.05935
O 4.09160 23.57528 5.00416
O 2.84582 25.91401 5.25321
C 3.59211 26.52556 6.23099
C 4.92098 27.05723 5.67488
O 1.93343 23.73268 6.35866
C 0.75444 24.38673 6.73777
C -0.10923 23.30442 7.42035
H 1.49578 26.19598 1.98964
H 3.19462 26.01527 2.44534
H 2.67551 25.59623 0.88842
H 1.25311 23.68735 1.99942
H 3.03242 23.54418 2.31782
H 2.99773 27.33450 6.65575
H 3.79291 25.84960 7.06218
H 4.68195 27.91110 5.04093
H 5.46465 27.42179 6.54644
H 5.46331 26.33752 5.06170
H 0.90533 25.31441 7.28981
H 0.25153 24.70688 5.82525
H 0.38967 22.91120 8.30612
H -1.08035 23.63303 7.79055
H -0.39553 22.46589 6.78553
C 17.65710 24.46348 9.06751
C 16.13613 24.35841 8.78847
O 15.63513 24.12039 10.04811
P 14.04468 24.11895 10.21648
O 13.31545 23.16832 9.26330
O 13.55380 25.67708 10.05581
C 12.16314 25.99321 10.21229
C 11.98308 27.48606 10.72552
O 13.80176 23.77278 11.78548
C 14.44207 24.57506 12.76666
C 13.37249 25.02264 13.77660
H 17.97420 25.34203 9.62939
H 18.13831 23.56992 9.46512
H 18.14842 24.46108 8.09453
H 15.67781 25.19517 8.26133
H 15.89878 23.53394 8.11616
H 11.69880 25.82612 9.24041
H 11.67505 25.40415 10.98875
H 12.57117 28.22577 10.18231
H 10.94543 27.81858 10.69704
H 12.21351 27.56906 11.78764
H 15.22780 23.97357 13.22377
H 14.88744 25.47953 12.35234
H 12.58895 25.67734 13.39509
H 12.78699 24.15863 14.09090
H 13.83354 25.44177 14.67095
C 22.83381 17.84764 0.29575
C 21.69172 18.24593 1.24441
O 20.60906 17.31383 1.25371
P 19.25693 17.83678 1.91864
O 18.15593 16.86191 1.89758
O 18.96706 19.21469 1.09274
C 18.03645 20.14861 1.55736
C 18.78874 21.46176 1.95833
O 19.73994 18.28617 3.33930
C 18.95092 18.14896 4.47909
C 19.06534 16.73814 5.03543
H 22.44821 17.56397 -0.68351
H 23.49031 18.70918 0.17390
H 23.48914 17.07012 0.68831
H 22.06005 18.31078 2.26825
H 21.35242 19.25512 1.01090
H 17.46460 20.37991 0.65870
H 17.39535 19.75473 2.34600
H 19.72458 21.22991 2.46680
H 18.95513 22.05090 1.05648
H 18.24434 22.12348 2.63202
H 19.22004 18.80297 5.30851
H 17.91030 18.34777 4.22277
H 18.85175 15.92971 4.33621
H 20.09727 16.63216 5.37008
H 18.40013 16.64530 5.89391
C 10.89927 20.05610 -1.75726
C 9.44459 19.92325 -2.21230
O 8.89922 21.18662 -2.35059
P 7.70486 21.61962 -1.32835
O 8.02398 21.46508 0.13453
O 7.41347 23.16111 -1.68729
C 8.43952 24.19078 -1.52359
C 7.92696 25.36560 -0.75563
O 6.40691 20.81733 -1.83835
C 6.02154 20.91329 -3.16615
C 6.13544 19.47121 -3.71890
H 11.57218 20.50147 -2.49002
H 10.98456 20.57404 -0.80198
H 11.25654 19.05596 -1.51197
H 9.41386 19.44876 -3.19312
H 8.92746 19.24274 -1.53587
H 9.35803 23.85101 -1.04504
H 8.84216 24.50606 -2.48618
H 7.00481 25.76536 -1.17747
H 7.66310 25.21581 0.29129
H 8.69950 26.13335 -0.71259
H 5.01961 21.34088 -3.20375
H 6.57575 21.60635 -3.79911
H 5.40116 18.83005 -3.23118
H 5.95017 19.41958 -4.79180
H 7.10123 19.00849 -3.51587
C 15.55032 31.47373 2.41230
C 16.38682 30.25303 2.08357
C 16.73179 29.54540 3.38000
F 17.49372 28.41303 3.35282
F 17.35723 30.35765 4.16921
F 15.71085 29.53929 1.19471
F 17.43240 30.73468 1.44497
O 14.34032 31.10507 3.07162
C 13.13469 31.73879 2.49572
C 12.00332 31.30940 3.50309
F 12.19903 31.88248 4.65065
F 10.75910 31.49217 3.07374
F 13.25236 33.00055 2.29668
F 12.89234 31.22386 1.29629
H 15.32924 32.06319 1.52250
H 16.13974 32.19900 2.97326
H 15.83305 29.25901 3.92621
H 12.07793 30.24521 3.72675
*
```

The value obtained for the frontier orbital gap is 0.1941 hartree. The value obtained for the electronic energy is -4851.60515 a.u. The calculation puts the HOMO energy at -3.12 eV. The value obtained for the molecular weight is 1021.71 g mol⁻¹.

---

DFT (ωB97M-V/def2-TZVPD) results for a cluster of 7 separate species, C30H65NO7P in total at a distorted geometry.

```
! wB97M-V def2-TZVPD RIJCOSX def2/J DEFGRID3
* xyz -1 1
C 0.44798 -3.05021 5.97750
C 0.07719 -3.29666 4.45994
O 0.27090 -4.45688 4.00309
N -0.49521 -2.32953 3.55368
C -0.70639 -0.98929 4.18517
C -2.02378 -0.95841 5.13230
C -3.28825 -0.27980 4.43720
C -4.61056 -1.19103 4.65657
P -4.46888 -2.90682 3.81837
H 1.56984 -2.85527 6.10620
H -0.08019 -2.17766 6.46645
H 0.14526 -3.99547 6.54623
H 0.10046 -2.23883 2.71407
H 0.21651 -0.59700 4.74751
H -0.90311 -0.22948 3.35286
H -1.69232 -0.37521 6.06652
H -2.22038 -2.02185 5.50993
H -3.48592 0.71356 4.98161
H -3.12071 -0.00350 3.34768
H -5.48427 -0.57413 4.23477
H -4.77027 -1.23288 5.79258
H -5.67760 -3.40142 4.50285
H -5.35309 -2.40552 2.74906
H -3.27303 -2.47700 3.08210
H -3.68837 -3.47896 4.90556
H -4.33169 -4.19824 3.12686
C 4.03838 -5.60440 4.09519
C 3.36493 -5.41851 2.75320
C 3.86756 -4.05147 2.33453
O 5.17314 -3.89533 2.91075
C 5.38419 -4.94225 3.86646
H 4.12420 -6.64782 4.40355
H 3.48154 -5.06394 4.86716
H 3.72215 -6.17949 2.05016
H 2.27604 -5.47727 2.79625
H 3.22839 -3.25512 2.73056
H 3.92946 -3.94102 1.24937
H 6.10579 -5.64732 3.43793
H 5.80827 -4.52374 4.78213
C 0.85842 0.06978 -0.92739
C -0.49032 0.75529 -0.90093
C -1.23749 -0.06067 0.13608
O -0.25967 -0.54143 1.07124
C 1.04738 -0.30989 0.52879
H 1.66399 0.69850 -1.31144
H 0.80419 -0.83275 -1.54504
H -0.37539 1.78678 -0.55309
H -0.99166 0.77653 -1.86815
H -1.72366 -0.93058 -0.31676
H -1.99320 0.52410 0.66463
H 1.50562 0.50845 1.09588
H 1.66053 -1.20596 0.65301
C -0.04234 3.54608 -5.04164
C -1.38939 4.23057 -5.01380
C -2.13688 3.41447 -3.97750
O -1.15959 2.93271 -3.04276
C 0.14806 3.16506 -3.58687
H 0.76147 4.17547 -5.42544
H -0.09665 2.64408 -5.66038
H -1.27381 5.26187 -4.66488
H -1.89109 4.25246 -5.98209
H -2.62362 2.54439 -4.43132
H -2.89293 4.00064 -3.44912
H 0.60602 3.98296 -3.01950
H 0.76225 2.26981 -3.46452
C 1.06799 -8.65238 1.84408
C 2.26884 -9.54111 2.08758
C 2.49658 -10.14535 0.71417
O 2.05907 -9.17304 -0.24401
C 1.33207 -8.14280 0.44231
H 0.95992 -7.84977 2.57503
H 0.15295 -9.25301 1.85718
H 3.13072 -8.92961 2.37468
H 2.11053 -10.29241 2.86299
H 1.89507 -11.05019 0.57298
H 3.54531 -10.39287 0.53296
H 1.95900 -7.24484 0.45852
H 0.41311 -7.91638 -0.10167
C -2.91922 7.53573 -1.96085
C -2.55874 6.78980 -0.69324
C -1.27246 6.09418 -1.09343
O -0.63015 6.93507 -2.06428
C -1.55543 7.94562 -2.48426
H -3.58488 8.38465 -1.79708
H -3.40170 6.85362 -2.66856
H -2.36291 7.50298 0.11397
H -3.33052 6.09674 -0.35575
H -1.47402 5.12786 -1.56791
H -0.60219 5.93301 -0.24640
H -1.23298 8.89799 -2.04858
H -1.53250 8.03531 -3.57301
C 1.84545 7.40947 -8.26986
C 1.70168 8.10323 -6.93216
C 0.35166 7.59906 -6.45974
O 0.18417 6.28532 -7.00962
C 1.19960 6.06454 -7.99735
H 2.87786 7.32426 -8.61230
H 1.27544 7.95055 -9.03204
H 2.48743 7.76172 -6.25089
H 1.75254 9.19137 -6.99300
H -0.46226 8.22746 -6.83767
H 0.27880 7.55276 -5.37057
H 1.92291 5.35394 -7.58201
H 0.75286 5.62397 -8.89114
*
```

The value obtained for the frontier orbital gap is 0.1685 hartree. The value obtained for the electronic energy is -2104.59537 a.u. The calculation puts the HOMO energy at -2.78 eV. The value obtained for the molecular weight is 582.82 g mol⁻¹.

---

DFT (ωB97M-V/def2-TZVPD) results for a cluster of 3 separate species, C30H66IN2O7PS in total at a distorted geometry.

```
! wB97M-V def2-TZVPD RIJCOSX def2/J DEFGRID3
* xyz 0 1
C -0.21133 1.44031 5.49982
C -0.06955 1.09865 4.22165
C -1.06004 1.42957 3.12739
O -0.35994 1.99714 2.03256
C 0.33012 3.20283 2.30605
C -1.90055 0.22065 2.59993
C -3.31455 0.71098 2.17466
C -4.46247 0.12955 3.00415
C -5.74828 0.96571 2.85278
C -6.65564 0.90710 4.09179
C -6.79821 -0.47480 4.72198
C -7.40505 -1.52116 3.78040
C -7.14936 -2.95603 4.26139
C -5.86165 -3.51584 3.67647
O -6.10360 -3.93962 2.35106
C -4.99801 -3.83914 1.47642
O -2.02077 -0.70502 3.66031
C -1.17919 -1.83874 3.69205
C -1.15849 -2.43726 5.09387
I -3.03846 -2.31815 6.10291
C -0.59010 -3.85557 5.06845
C -1.47681 -4.91837 4.42533
P -1.15648 -0.44765 1.02412
S -2.10271 -1.94243 0.19152
H 0.64730 1.69613 6.11013
H -1.19633 1.46165 5.95805
H 0.80179 0.53259 3.89105
H -1.74870 2.18466 3.52454
H -0.15701 3.78858 3.09085
H 0.36526 3.79579 1.39415
H 1.34764 2.98347 2.64087
H -3.34108 1.80263 2.17844
H -3.50112 0.40640 1.13961
H -4.19944 0.06592 4.05862
H -4.67105 -0.86434 2.60643
H -5.49588 2.00100 2.61432
H -6.32117 0.56480 2.01224
H -6.28416 1.63037 4.82423
H -7.64847 1.25637 3.79088
H -5.84639 -0.84174 5.11867
H -7.46810 -0.37522 5.58170
H -8.48302 -1.34953 3.72911
H -7.00324 -1.40492 2.77048
H -7.05319 -2.95201 5.35066
H -7.96768 -3.60342 3.94424
H -5.48826 -4.34547 4.29326
H -5.08555 -2.74063 3.69933
H -5.35235 -3.49720 0.50352
H -4.50308 -4.80864 1.35201
H -4.25027 -3.12567 1.83569
H -0.13640 -1.56446 3.48689
H -1.52033 -2.57966 2.96514
H -0.49931 -1.82167 5.70372
H -0.41139 -4.14916 6.10520
H 0.38564 -3.82244 4.57225
H -1.62743 -4.75691 3.35764
H -2.43933 -4.97919 4.93194
H -1.00057 -5.89398 4.53576
H -1.11118 0.67102 0.19888
H 0.19253 -0.70161 1.32477
C 3.01668 2.62065 -0.27705
O 3.20770 1.55409 -1.18679
C 2.42227 0.40757 -0.88587
C 1.35241 0.16884 -1.92950
N 0.31901 1.19715 -1.87990
C -0.63569 1.13682 -2.98623
C -0.08926 1.40981 -4.38075
O 0.34861 2.74155 -4.58334
C 1.66786 3.02254 -4.16237
H 3.74376 3.39589 -0.51072
H 2.00695 3.03842 -0.35488
H 3.17751 2.28404 0.75278
H 1.97331 0.50667 0.10799
H 3.09546 -0.45454 -0.86827
H 0.88694 -0.80510 -1.74072
H 1.84916 0.11876 -2.90817
H 0.76247 2.10704 -1.88012
H -1.42409 1.86755 -2.78725
H -1.10954 0.14978 -2.97563
H -0.90008 1.25425 -5.09616
H 0.70639 0.70398 -4.64905
H 2.31519 2.14275 -4.22723
H 1.69681 3.41392 -3.13974
H 2.06454 3.79699 -4.82003
C 4.69812 -0.51795 -4.59119
O 4.67583 0.70409 -5.30022
C 5.40660 1.75316 -4.67583
C 6.61342 2.14568 -5.49874
N 7.61896 1.09288 -5.48406
C 8.72547 1.29606 -6.41149
C 8.41401 1.28558 -7.90393
O 7.98667 0.02910 -8.39362
C 6.59829 -0.22442 -8.30708
H 4.02626 -1.20245 -5.10699
H 5.69923 -0.96203 -4.56229
H 4.34585 -0.38520 -3.56217
H 5.70257 1.47308 -3.66070
H 4.73590 2.61470 -4.60344
H 7.04811 3.05826 -5.07964
H 6.25936 2.37680 -6.51368
H 7.16925 0.21269 -5.70291
H 9.45758 0.50687 -6.22340
H 9.21356 2.24530 -6.16640
H 9.34384 1.51214 -8.43219
H 7.69504 2.06595 -8.18272
H 6.01387 0.69544 -8.40193
H 6.32476 -0.71976 -7.37071
H 6.33554 -0.89154 -9.12796
*
```

As for the SMILES: C=C[C@@H](OC)[C@](CCCCCCCCOC)(OC[C@@H](I)CC)[PH2]=S.COCCNCCOC.COCCNCCOC. The value obtained for the frontier orbital gap is 0.3271 hartree. The value obtained for the electronic energy is -2855.89128 a.u. The calculation puts the HOMO energy at -8.53 eV. The value obtained for the molecular weight is 756.81 g mol⁻¹. The calculation puts the relative energy (zero: lowest compared OMol25 entry of this formula, charge and spin) at 0.0 kcal/mol.

---

DFT (ωB97M-V/def2-TZVPD) results for a structure of composition C30H69AsF6N3O4 at a distorted geometry.

```
! wB97M-V def2-TZVPD RIJCOSX def2/J DEFGRID3
* xyz -1 1
As -1.15970 -0.82070 -0.09100
F -2.39616 0.37138 0.41350
F 0.09409 0.50946 -0.16457
F 0.06590 -2.01239 -0.70666
F -2.30435 -2.17961 0.16389
F -1.79263 -0.54003 -1.79327
F -0.78509 -1.11228 1.63439
C 0.13061 -3.56139 8.10284
C 0.63919 -3.04384 6.75143
N -0.39541 -2.12429 6.12486
C 0.12825 -2.00619 4.67778
C 1.31073 -1.03879 4.41602
C -1.74600 -2.72214 6.12748
C -2.86688 -1.81159 5.36373
H -0.77464 -4.16827 8.12062
H 0.06092 -2.66575 8.72014
H 0.87569 -4.23198 8.53095
H 1.47837 -2.37091 6.92763
H 0.92130 -3.96171 6.23565
H 0.39115 -3.02506 4.39339
H -0.58251 -1.90861 3.85717
H 1.04192 0.01705 4.44833
H 2.13397 -1.26849 5.09250
H 1.69628 -1.23731 3.41600
H -2.05894 -2.91315 7.15397
H -1.65077 -3.64973 5.56301
H -3.71303 -2.44210 5.09062
H -2.42655 -1.45767 4.43155
H -3.23880 -0.98129 5.96404
C -0.77902 2.96669 -3.52362
C -1.44380 3.83131 -2.53428
N -0.62861 5.00131 -2.14260
C -1.29959 6.08433 -1.46992
C -2.39805 6.67645 -2.35509
C 0.64824 4.61044 -1.52824
C 0.60373 3.87474 -0.18516
H -0.27040 2.14877 -3.01331
H -0.14157 3.56657 -4.17316
H -1.49916 2.71319 -4.30159
H -2.47082 4.12610 -2.74974
H -1.44301 3.12325 -1.70558
H -1.47719 5.92453 -0.40642
H -0.51803 6.84159 -1.53171
H -2.20231 6.59825 -3.42451
H -3.35361 6.19550 -2.14610
H -2.56651 7.73689 -2.16748
H 1.15792 5.55808 -1.35416
H 1.28955 4.02021 -2.18280
H 0.30338 2.84716 -0.39000
H -0.19639 4.34923 0.38296
H 1.59668 3.84171 0.26323
C 4.35403 3.07036 -4.23599
C 4.61751 1.96861 -3.22399
N 4.44848 0.55884 -3.64139
C 3.07254 0.23505 -4.04253
C 2.13908 0.19443 -2.79483
C 5.51324 0.26483 -4.61060
C 5.81259 -1.24583 -4.72982
H 4.38555 4.05631 -3.77229
H 3.52303 2.99746 -4.93757
H 5.16745 3.03836 -4.96085
H 5.49941 2.03439 -2.58679
H 3.87388 2.27193 -2.48703
H 3.07154 -0.79900 -4.38724
H 2.58739 0.91075 -4.74692
H 2.03714 1.14245 -2.26665
H 2.39051 -0.58496 -2.07550
H 1.17260 -0.12688 -3.18313
H 5.12364 0.75475 -5.50296
H 6.38467 0.85069 -4.31824
H 6.38982 -1.75287 -3.95664
H 4.88519 -1.79445 -4.89428
H 6.34059 -1.37284 -5.67491
C -5.52600 0.92285 -0.72100
C -5.50221 0.94357 -2.23464
O -6.50629 1.05619 -2.86482
C -4.19921 0.96489 -3.02658
H -6.56248 0.86361 -0.38890
H -5.20990 1.91908 -0.41163
H -4.90387 0.13185 -0.30221
H -4.42091 0.59327 -4.02700
H -3.56110 0.22335 -2.54593
H -3.87923 1.99669 -3.17189
C -1.20099 -5.33845 0.37208
C -2.28961 -5.16503 1.41575
O -3.35349 -5.78754 1.36321
C -1.93781 -4.37928 2.63789
H -1.84426 -5.24393 -0.50277
H -0.86435 -6.37388 0.42357
H -0.46602 -4.53378 0.35108
H -2.53043 -4.77523 3.46258
H -2.17063 -3.34604 2.38039
H -0.89016 -4.53485 2.89543
C -2.74685 1.62631 3.78278
C -1.30528 1.80061 4.18259
O -0.75524 1.66722 5.29964
C -0.37722 2.01056 2.90828
H -2.94530 1.12275 2.83666
H -3.31643 2.55564 3.77815
H -3.20878 1.05641 4.58897
H -0.55553 1.19457 2.20796
H 0.63443 2.06745 3.31008
H -0.65035 2.99875 2.53819
C 1.23109 -3.86527 -3.50656
C 2.63609 -4.38489 -3.27561
O 2.93246 -5.43603 -3.76322
C 3.46576 -3.74946 -2.27744
H 1.28778 -3.47226 -4.52166
H 0.97263 -2.97812 -2.92840
H 0.56696 -4.71939 -3.37421
H 4.47313 -4.16478 -2.24880
H 3.09619 -3.67114 -1.25500
H 3.60500 -2.74747 -2.68332
*
```

The value obtained for the frontier orbital gap is 0.3164 hartree. The value obtained for the electronic energy is -4484.70422 a.u. The calculation puts the HOMO energy at -6.21 eV. The value obtained for the molecular weight is 724.81 g mol⁻¹.

---

Across the entries above, LUMO takes the values 2.16; 1.80; 0.37; 2.40 eV, respectively.